[1]
Entry from the Open Molecules 2025 dataset: a cluster of 3 separate species, C29H63N5O4P in total in a non-equilibrium geometry (ωB97M-V/def2-TZVPD).

* <S²>: 2.0084
* E_LUMO (spin up / spin down): -2.7 / -2.7 eV
* HOMO level (spin up / spin down): -9.96 / -10.71 eV
* net charge: +1
* maximum force: 0.072 hartree/bohr
* gap between HOMO and LUMO (spin up / spin down): 0.2663 / 0.2937 hartree
* multiplicity: 3

Atoms and positions in Å:
C1 1.765 -5.019 1.393
C2 1.611 -3.487 1.564
O1 0.306 -3.030 1.151
C3 0.454 -1.672 0.721
C4 -0.857 -0.841 0.840
O2 -2.038 -1.604 0.572
C5 -2.923 -1.560 1.678
C6 -4.099 -2.509 1.303
N1 -4.833 -1.768 0.275
C7 -3.461 -3.897 0.910
C8 -3.757 -4.878 2.119
N2 -5.169 -4.478 2.450
P1 -6.558 -5.291 1.631
C9 -6.000 -7.049 1.222
C10 -6.918 -4.522 -0.036
C11 -5.072 -2.971 2.467
N3 -6.241 -2.174 2.793
H1 1.808 -5.304 0.323
H2 0.917 -5.577 1.839
H3 2.719 -5.348 1.848
H4 1.771 -3.136 2.604
H5 2.355 -2.999 0.898
H6 1.198 -1.196 1.398
H7 0.780 -1.651 -0.338
H8 -0.804 -0.038 0.076
H9 -0.950 -0.365 1.840
H10 -2.417 -1.838 2.633
H11 -3.235 -0.494 1.792
H12 -5.794 -2.096 0.212
H13 -4.924 -0.792 0.536
H14 -3.824 -4.265 -0.068
H15 -2.360 -3.979 0.828
H16 -3.209 -4.615 3.052
H17 -3.554 -5.941 1.918
H18 -5.361 -4.694 3.433
H19 -5.542 -7.511 2.115
H20 -5.228 -6.963 0.423
H21 -6.844 -7.630 0.815
H22 -7.661 -3.705 0.045
H23 -5.991 -4.169 -0.538
H24 -7.312 -5.343 -0.674
H25 -4.425 -2.796 3.365
H26 -6.443 -2.336 3.773
H27 -7.036 -2.411 2.208
C12 -1.320 5.272 0.725
C13 -1.010 4.076 1.656
C14 -0.920 4.552 3.116
C15 0.378 5.276 3.453
C16 1.586 4.452 3.022
C17 1.531 4.044 1.543
N4 0.232 3.399 1.191
O3 0.232 2.177 1.688
C18 1.776 5.284 0.660
C19 2.725 3.130 1.232
C20 -2.242 3.162 1.536
H28 -0.957 5.092 -0.289
H29 -2.394 5.444 0.642
H30 -0.897 6.210 1.083
H31 -1.014 3.692 3.787
H32 -1.766 5.208 3.340
H33 0.402 6.265 2.986
H34 0.426 5.453 4.531
H35 2.501 5.019 3.214
H36 1.647 3.559 3.653
H37 1.660 5.040 -0.398
H38 2.793 5.654 0.800
H39 1.125 6.125 0.889
H40 2.754 2.248 1.872
H41 3.666 3.657 1.393
H42 2.708 2.798 0.192
H43 -2.348 2.775 0.519
H44 -3.149 3.718 1.779
H45 -2.203 2.316 2.224
C21 4.046 2.220 -5.569
C22 5.001 2.028 -4.366
C23 5.987 0.882 -4.654
C24 5.376 -0.510 -4.518
C25 4.664 -0.660 -3.177
C26 3.630 0.447 -2.929
N5 4.199 1.803 -3.132
O4 4.958 2.081 -2.094
C27 2.417 0.229 -3.857
C28 3.052 0.281 -1.516
C29 5.808 3.336 -4.300
H46 3.099 2.666 -5.258
H47 4.474 2.893 -6.313
H48 3.836 1.291 -6.098
H49 6.836 0.949 -3.966
H50 6.399 0.997 -5.660
H51 4.686 -0.711 -5.343
H52 6.164 -1.262 -4.595
H53 4.178 -1.639 -3.129
H54 5.413 -0.655 -2.379
H55 1.700 1.047 -3.762
H56 1.896 -0.694 -3.591
H57 2.678 0.125 -4.907
H58 3.821 0.294 -0.743
H59 2.538 -0.677 -1.422
H60 2.326 1.066 -1.288
H61 5.159 4.187 -4.078
H62 6.296 3.527 -5.256
H63 6.598 3.302 -3.549

***

[2]
Entry from the Open Molecules 2025 dataset: a cluster of 7 separate species, C29H65BO18S7 in total in a non-equilibrium geometry (ωB97M-V/def2-TZVPD).

* E_LUMO: 0.4 eV
* HOMO level: -8.61 eV
* maximum force: 0.056 hartree/bohr
* gap between HOMO and LUMO: 0.3303 hartree
* SMILES string: Cc1cccc(CBCCCS)c1.CCOS(C)(=O)=O.CCOS(C)(=O)=O.CCOS(C)(=O)=O.CCOS(C)(=O)=O.CCOS(C)(=O)=O.CCOS(C)(=O)=O

Atoms and positions in Å:
C1 2.421 4.119 -1.361
C2 1.694 4.758 -2.450
C3 2.277 4.952 -3.655
C4 1.594 5.561 -4.619
C5 0.335 5.960 -4.437
C6 -0.280 5.768 -3.253
C7 -1.680 6.174 -3.064
B1 -2.714 5.002 -3.180
C8 -2.299 3.520 -3.078
C9 -3.347 2.547 -3.571
C10 -2.700 1.265 -4.008
S1 -1.987 1.371 -5.661
C11 0.416 5.168 -2.273
H1 1.840 4.129 -0.471
H2 2.610 3.087 -1.600
H3 3.354 4.600 -1.190
H4 3.274 4.619 -3.830
H5 2.046 5.734 -5.573
H6 -0.190 6.430 -5.240
H7 -1.944 6.899 -3.812
H8 -1.804 6.621 -2.092
H9 -3.857 5.323 -3.334
H10 -1.394 3.307 -3.618
H11 -2.123 3.301 -2.036
H12 -3.894 2.978 -4.385
H13 -4.021 2.274 -2.780
H14 -1.887 1.085 -3.340
H15 -3.355 0.423 -3.921
H16 -0.967 2.164 -5.364
H17 -0.063 5.006 -1.332
C12 -4.184 -2.931 -0.813
C13 -4.560 -1.711 0.002
O1 -3.452 -1.169 0.765
S2 -2.344 -0.353 0.001
C14 -1.559 0.270 1.450
O2 -2.980 0.675 -0.772
O3 -1.453 -1.252 -0.668
H18 -3.485 -2.672 -1.608
H19 -5.077 -3.358 -1.269
H20 -3.716 -3.685 -0.181
H21 -4.983 -0.924 -0.624
H22 -5.305 -1.974 0.748
H23 -2.246 0.928 1.972
H24 -0.672 0.818 1.141
H25 -1.275 -0.573 2.073
C15 2.456 5.891 2.965
C16 2.825 4.770 3.896
O4 1.785 4.488 4.857
S3 0.500 3.714 4.363
C17 -0.162 3.364 5.951
O5 0.900 2.498 3.736
O6 -0.375 4.614 3.680
H26 1.628 5.616 2.325
H27 3.306 6.138 2.338
H28 2.157 6.775 3.529
H29 3.072 3.856 3.355
H30 3.692 5.042 4.492
H31 0.513 2.695 6.475
H32 -1.127 2.887 5.794
H33 -0.287 4.298 6.490
C18 6.648 11.085 -1.961
C19 5.853 11.129 -3.250
O7 5.230 9.865 -3.575
S4 3.944 9.443 -2.749
C20 3.442 8.106 -3.769
O8 2.994 10.508 -2.817
O9 4.357 8.948 -1.473
H34 6.001 10.936 -1.099
H35 7.184 12.024 -1.827
H36 7.365 10.266 -1.982
H37 5.092 11.910 -3.224
H38 6.509 11.340 -4.091
H39 3.161 8.498 -4.742
H40 2.592 7.634 -3.289
H41 4.266 7.405 -3.851
C21 3.267 -6.648 -0.816
C22 3.080 -5.160 -0.603
O10 1.980 -4.610 -1.369
S5 0.514 -4.911 -0.863
C23 -0.338 -3.767 -1.875
O11 0.407 -4.522 0.510
O12 0.155 -6.241 -1.258
H42 2.427 -7.216 -0.423
H43 4.172 -6.981 -0.309
H44 3.350 -6.875 -1.879
H45 2.938 -4.922 0.452
H46 3.955 -4.615 -0.947
H47 -0.051 -2.763 -1.594
H48 -1.399 -3.920 -1.696
H49 -0.096 -3.970 -2.915
C24 -6.201 -7.911 -0.050
C25 -5.139 -8.841 0.503
O13 -3.806 -8.294 0.410
S6 -3.401 -7.157 1.437
C26 -1.681 -7.150 1.121
O14 -3.666 -7.633 2.762
O15 -3.974 -5.915 1.010
H50 -6.295 -7.011 0.554
H51 -7.166 -8.418 -0.060
H52 -5.950 -7.604 -1.064
H53 -5.347 -9.114 1.538
H54 -5.104 -9.759 -0.077
H55 -1.257 -8.103 1.426
H56 -1.247 -6.338 1.702
H57 -1.522 -6.974 0.064
C27 -1.654 -8.216 4.977
C28 -0.646 -7.927 6.066
O16 0.508 -8.808 6.012
S7 1.576 -8.543 4.880
C29 2.826 -9.605 5.509
O17 2.005 -7.182 4.960
O18 1.100 -9.065 3.637
H58 -1.250 -7.992 3.994
H59 -2.547 -7.611 5.116
H60 -1.936 -9.268 4.984
H61 -0.308 -6.891 6.036
H62 -1.083 -8.098 7.047
H63 3.171 -9.217 6.462
H64 3.634 -9.607 4.781
H65 2.414 -10.604 5.616

***

[3]
Entry from the Open Molecules 2025 dataset: a cluster of 5 separate species, C29H65INO14S in total in a non-equilibrium geometry (ωB97M-V/def2-TZVPD).

* E_LUMO: 1.9 eV
* HOMO level: -3.92 eV
* net charge: -1
* maximum force: 0.076 hartree/bohr
* gap between HOMO and LUMO: 0.2155 hartree

Atoms and positions in Å:
C1 1.263 4.791 0.986
C2 -0.184 5.382 0.681
I1 0.123 6.700 -1.059
C3 -1.200 4.272 0.260
C4 -2.719 4.645 0.444
N1 -3.392 3.683 1.393
S1 -4.974 4.229 1.842
C5 -2.990 6.145 0.823
O1 -3.377 6.939 -0.054
O2 -2.827 6.573 2.041
H1 1.790 4.441 0.070
H2 1.141 4.003 1.769
H3 1.826 5.631 1.480
H4 -0.471 5.963 1.586
H5 -0.997 3.330 0.838
H6 -1.031 4.007 -0.818
H7 -3.230 4.479 -0.550
H8 -3.567 2.817 0.869
H9 -5.735 4.449 0.714
C6 -7.420 1.174 -4.986
O3 -6.881 0.415 -3.926
C7 -5.522 0.745 -3.654
C8 -5.215 0.594 -2.173
O4 -5.737 1.646 -1.367
C9 -7.146 1.655 -1.160
C10 -7.643 0.531 -0.267
O5 -7.701 -0.696 -0.987
C11 -7.547 -1.822 -0.152
H10 -6.918 0.931 -5.929
H11 -8.481 0.931 -5.070
H12 -7.332 2.246 -4.780
H13 -5.299 1.770 -3.967
H14 -4.896 0.051 -4.229
H15 -4.130 0.652 -2.053
H16 -5.519 -0.382 -1.792
H17 -7.682 1.685 -2.110
H18 -7.353 2.600 -0.651
H19 -8.659 0.759 0.078
H20 -6.980 0.440 0.601
H21 -6.613 -1.761 0.417
H22 -7.505 -2.710 -0.784
H23 -8.397 -1.913 0.534
C12 4.771 -1.343 1.666
O6 5.310 -0.038 1.655
C13 4.614 0.834 0.770
C14 4.611 2.258 1.302
O7 3.706 2.465 2.381
C15 4.072 1.902 3.636
C16 5.251 2.600 4.297
O8 6.473 2.197 3.690
C17 7.478 3.183 3.785
H24 4.910 -1.825 0.693
H25 5.295 -1.919 2.431
H26 3.707 -1.322 1.926
H27 3.580 0.502 0.626
H28 5.136 0.808 -0.195
H29 4.257 2.912 0.501
H30 5.616 2.598 1.559
H31 4.230 0.826 3.553
H32 3.198 2.039 4.279
H33 5.303 2.320 5.357
H34 5.118 3.685 4.218
H35 7.137 4.131 3.354
H36 8.343 2.841 3.217
H37 7.775 3.333 4.829
C18 5.577 -1.004 6.080
O9 5.798 -2.397 5.986
C19 7.035 -2.712 5.361
C20 7.624 -3.988 5.939
O10 8.204 -3.820 7.231
C21 7.301 -3.643 8.320
C22 6.518 -4.894 8.680
O11 5.455 -5.101 7.760
C23 5.099 -6.461 7.638
H38 5.463 -0.565 5.083
H39 4.661 -0.843 6.650
H40 6.400 -0.516 6.614
H41 7.754 -1.894 5.481
H42 6.836 -2.857 4.291
H43 8.450 -4.295 5.292
H44 6.903 -4.806 5.934
H45 6.645 -2.789 8.151
H46 7.933 -3.389 9.176
H47 6.074 -4.775 9.676
H48 7.196 -5.755 8.689
H49 5.966 -7.068 7.355
H50 4.351 -6.546 6.849
H51 4.672 -6.834 8.575
C24 -2.543 -1.057 -10.714
O12 -2.469 -1.763 -9.494
C25 -1.898 -0.988 -8.447
C26 -2.510 -1.354 -7.105
O13 -3.822 -0.834 -6.909
C27 -4.870 -1.451 -7.653
C28 -5.204 -2.860 -7.192
O14 -4.240 -3.787 -7.675
C29 -4.112 -4.920 -6.844
H52 -1.539 -0.840 -11.095
H53 -3.072 -1.682 -11.434
H54 -3.107 -0.126 -10.591
H55 -2.042 0.082 -8.629
H56 -0.822 -1.205 -8.426
H57 -1.899 -0.892 -6.325
H58 -2.481 -2.430 -6.925
H59 -4.667 -1.412 -8.724
H60 -5.751 -0.827 -7.477
H61 -6.179 -3.157 -7.597
H62 -5.248 -2.881 -6.097
H63 -3.871 -4.625 -5.816
H64 -3.293 -5.530 -7.225
H65 -5.033 -5.514 -6.855

***

[4]
Entry from the Open Molecules 2025 dataset: a cluster of 9 separate species, C29H65N3O16 in total in a non-equilibrium geometry (ωB97M-V/def2-TZVPD).

* energy relative to the best compared isomer or geometry (same formula, charge and spin): 5.4735 eV
* E_LUMO: -0.6 eV
* HOMO level: -9.27 eV
* maximum force: 0.094 hartree/bohr
* gap between HOMO and LUMO: 0.3190 hartree
* SMILES string: C[N+](=O)[O-].C[N+](=O)[O-].C[N+](=O)[O-].c1ccccc1.COCCOC.COCCOC.COCCOC.COCCOC.COCCOC

Atoms and positions in Å:
C1 5.004 -0.853 11.208
N1 4.548 -2.011 10.446
O1 3.424 -2.441 10.731
O2 5.204 -2.371 9.491
H1 4.827 -1.148 12.242
H2 4.721 0.169 10.955
H3 6.052 -1.030 10.966
C2 3.009 -0.875 2.660
N2 1.823 -1.070 1.833
O3 1.347 -0.144 1.134
O4 1.346 -2.130 1.961
H4 2.740 -1.012 3.707
H5 3.158 0.180 2.432
H6 3.880 -1.429 2.310
C3 2.961 6.959 6.616
N3 3.562 5.608 6.540
O5 4.478 5.410 5.667
O6 3.099 4.756 7.394
H7 3.028 7.294 7.651
H8 1.949 6.957 6.211
H9 3.420 7.646 5.905
C4 0.783 -4.770 -6.290
C5 1.078 -4.419 -7.613
C6 0.688 -3.182 -8.132
C7 0.085 -2.283 -7.313
C8 -0.324 -2.654 -6.015
C9 0.004 -3.909 -5.485
H10 1.094 -5.745 -5.945
H11 1.530 -5.130 -8.289
H12 0.958 -2.757 -9.087
H13 -0.191 -1.343 -7.768
H14 -0.920 -1.932 -5.476
H15 -0.095 -4.090 -4.425
C10 -6.649 -5.786 -0.588
O7 -6.790 -4.424 -0.307
C11 -5.551 -3.671 -0.375
C12 -5.879 -2.202 -0.021
O8 -5.854 -1.532 -1.288
C13 -6.201 -0.126 -1.171
H16 -7.645 -6.229 -0.583
H17 -6.078 -6.205 0.241
H18 -6.350 -5.926 -1.627
H19 -5.141 -3.853 -1.369
H20 -4.840 -4.133 0.310
H21 -5.108 -1.822 0.649
H22 -6.852 -2.164 0.469
H23 -6.038 0.382 -2.121
H24 -5.611 0.454 -0.462
H25 -7.177 0.154 -0.776
C14 8.775 -0.629 -2.980
O9 7.434 -0.716 -2.510
C15 6.405 -0.848 -3.546
C16 5.872 0.482 -4.069
O10 6.964 1.318 -4.454
C17 6.576 2.354 -5.356
H26 9.270 -0.756 -2.017
H27 9.026 0.297 -3.497
H28 9.060 -1.500 -3.570
H29 5.768 -1.504 -2.953
H30 6.667 -1.574 -4.316
H31 5.374 1.006 -3.253
H32 5.081 0.314 -4.800
H33 5.704 2.865 -4.947
H34 6.375 1.863 -6.308
H35 7.386 3.079 -5.440
C18 -0.835 7.444 -3.033
O11 -1.903 8.397 -3.252
C19 -1.813 9.059 -4.444
C20 -3.189 9.711 -4.801
O12 -3.689 10.384 -3.606
C21 -3.055 11.538 -3.347
H36 -1.091 6.644 -2.339
H37 0.117 7.914 -2.786
H38 -0.752 6.906 -3.977
H39 -1.453 8.446 -5.271
H40 -1.060 9.828 -4.268
H41 -3.936 8.971 -5.086
H42 -2.999 10.387 -5.635
H43 -2.115 11.358 -2.825
H44 -3.738 12.003 -2.637
H45 -3.027 12.187 -4.223
C22 -7.822 6.292 3.465
O13 -6.914 6.794 4.445
C23 -7.123 6.161 5.640
C24 -6.397 4.844 5.907
O14 -5.002 4.932 5.590
C25 -4.535 4.617 4.252
H46 -8.003 5.218 3.502
H47 -7.527 6.587 2.458
H48 -8.788 6.712 3.746
H49 -8.178 6.121 5.914
H50 -6.769 6.845 6.411
H51 -6.885 4.020 5.386
H52 -6.377 4.551 6.957
H53 -3.455 4.473 4.249
H54 -4.801 5.456 3.609
H55 -4.872 3.646 3.889
C26 4.656 -9.734 -0.035
O15 3.910 -10.786 0.532
C27 2.473 -10.556 0.362
C28 1.652 -11.817 0.892
O16 1.212 -12.816 -0.028
C29 2.220 -13.820 -0.313
H56 4.491 -9.696 -1.111
H57 5.694 -9.990 0.178
H58 4.496 -8.739 0.381
H59 2.193 -10.210 -0.633
H60 2.393 -9.716 1.051
H61 0.670 -11.433 1.168
H62 2.172 -12.230 1.757
H63 1.968 -14.620 -1.010
H64 2.558 -14.140 0.672
H65 2.981 -13.361 -0.944

***

What is the formula in the first record?
C29H63N5O4P